{
  "formula": "C4H10N2OS",
  "method": "ωB97M-V/def2-TZVPD",
  "homo_ev": 0.2395,
  "smiles": "N[C@@H](C[S-])CNC[O-]",
  "charge": -2,
  "de_lowest_kcal_mol": 14.0,
  "lumo_energy_ev": 5.9,
  "max_force_ev_per_a": 2.302,
  "gap_ev": 5.662,
  "elements": ["N", "C", "C", "S", "C", "N", "C", "O", "H", "H", "H", "H", "H", "H", "H", "H", "H", "H"],
  "coordinates": [[-2.26, 0.70, 0.36], [-1.10, -0.18, 0.44], [-1.17, -1.49, -0.38], [-2.76, -2.34, -0.47], [0.19, 0.58, -0.12], [1.42, 0.27, 0.61], [2.73, 0.51, -0.14], [3.40, 1.56, 0.35], [-3.08, 0.29, 0.78], [-2.51, 0.98, -0.58], [-0.97, -0.45, 1.50], [-0.50, -2.27, 0.01], [-0.96, -1.19, -1.41], [0.07, 1.67, 0.02], [0.26, 0.34, -1.17], [1.43, 0.76, 1.49], [3.27, -0.46, -0.08], [2.54, 0.74, -1.22]]
}

{
  "formula": "C4H10N2OS",
  "method": "ωB97M-V/def2-TZVPD",
  "homo_ev": -8.7370,
  "charge": 0,
  "de_lowest_kcal_mol": 159.1,
  "lumo_energy_ev": 0.3,
  "max_force_ev_per_a": 5.345,
  "gap_ev": 9.047,
  "elements": ["C", "C", "C", "C", "H", "H", "H", "H", "H", "H", "H", "H", "H", "H", "N", "N", "O", "S"],
  "coordinates": [[-1.97, -1.80, -0.91], [1.49, -0.28, -1.21], [-0.20, 0.58, 0.32], [0.99, 1.18, 1.15], [-2.81, -2.25, -1.48], [-2.30, -1.42, 0.01], [-1.25, -2.57, -0.99], [1.31, -1.03, -2.04], [2.25, 0.66, -1.38], [1.82, -0.77, -0.26], [1.53, 1.80, 0.49], [1.71, 0.20, 1.37], [0.52, 1.10, 3.35], [-0.90, 2.33, 1.67], [0.03, 0.02, -0.94], [0.44, 2.01, 2.14], [-1.34, 0.75, 0.59], [-1.31, -0.52, -1.88]]
}

{
  "formula": "C4H10N2OS",
  "method": "ωB97M-V/def2-TZVPD",
  "homo_ev": -8.3090,
  "charge": 0,
  "de_lowest_kcal_mol": 140.9,
  "lumo_energy_ev": -3.6,
  "max_force_ev_per_a": 1.579,
  "gap_ev": 4.687,
  "elements": ["O", "C", "N", "C", "N", "C", "C", "S", "H", "H", "H", "H", "H", "H", "H", "H", "H", "H"],
  "coordinates": [[0.39, 1.26, -0.18], [0.15, -0.14, -0.06], [-1.18, -0.49, -0.08], [-1.91, 0.33, -1.02], [-2.65, 1.51, -0.52], [0.95, -0.75, 1.13], [2.36, -1.14, 0.66], [3.16, 0.23, -0.13], [0.70, -0.55, -0.97], [-1.19, 0.73, -1.75], [-2.61, -0.31, -1.57], [-3.65, 1.37, -0.68], [-2.50, 1.52, 0.49], [0.33, -1.51, 1.60], [1.13, 0.05, 1.85], [2.90, -1.35, 1.59], [2.31, -2.10, 0.15], [1.30, 1.35, -0.52]]
}

{
  "formula": "C4H10N2OS",
  "method": "ωB97M-V/def2-TZVPD",
  "homo_ev": [-7.2749, -9.5555],
  "charge": 0,
  "de_lowest_kcal_mol": 13.3,
  "spin_multiplicity": 3,
  "lumo_energy_ev": [0.8, -2.2],
  "max_force_ev_per_a": 5.776,
  "gap_ev": [8.027, 7.402],
  "elements": ["C", "C", "C", "C", "N", "N", "O", "S", "H", "H", "H", "H", "H", "H", "H", "H", "H", "H"],
  "coordinates": [[1.45, 0.15, -1.16], [0.68, 0.76, -0.04], [-0.16, 1.90, -0.55], [-1.34, -2.07, 0.69], [1.14, -1.31, -1.36], [-1.23, -1.04, -0.19], [-0.86, -0.22, -2.50], [-0.69, -1.37, -1.65], [1.34, 0.57, -2.22], [2.49, 0.37, -0.88], [0.71, 0.44, 1.01], [-1.07, 2.02, -0.05], [-0.41, 1.64, -1.56], [0.33, 2.84, -0.61], [-0.30, -2.66, 0.84], [-1.77, -1.80, 1.74], [-2.04, -2.71, 0.35], [1.24, -1.69, -0.43]]
}

{
  "formula": "C4H10N2P",
  "method": "ωB97M-V/def2-TZVPD",
  "homo_ev": -11.3376,
  "charge": 1,
  "de_lowest_kcal_mol": 103.6,
  "lumo_energy_ev": -4.6,
  "max_force_ev_per_a": 4.230,
  "gap_ev": 6.712,
  "elements": ["C", "C", "C", "C", "N", "N", "P", "H", "H", "H", "H", "H", "H", "H", "H", "H", "H"],
  "coordinates": [[0.54, -1.08, -2.65], [0.73, -0.64, -1.40], [0.92, 1.18, 1.36], [0.12, -0.66, 2.82], [-0.15, 0.17, -0.73], [0.72, 0.36, 2.14], [-1.44, 1.00, -1.10], [1.33, -1.75, -2.99], [-0.26, -0.88, -3.26], [1.66, -0.99, -0.85], [1.49, 1.89, 0.94], [-1.03, -0.68, 2.88], [0.61, -0.50, 3.76], [0.40, -1.63, 2.24], [-2.33, 0.81, -2.17], [-2.36, 1.08, 0.03], [-0.96, 2.33, -1.01]]
}

{
  "formula": "C4H10N2PS",
  "method": "ωB97M-V/def2-TZVPD",
  "homo_ev": [-12.9258, -12.9842],
  "charge": 1,
  "de_lowest_kcal_mol": 0.0,
  "lumo_energy_ev": [-6.8, -6.3],
  "max_force_ev_per_a": 1.790,
  "gap_ev": [6.160, 6.697],
  "elements": ["C", "C", "C", "C", "N", "N", "P", "S", "H", "H", "H", "H", "H", "H", "H", "H", "H", "H"],
  "coordinates": [[0.45, 0.40, -0.46], [1.15, -0.37, 1.59], [-0.31, -0.76, 1.36], [-1.75, -0.67, -0.71], [-0.54, -0.33, -0.02], [1.43, 0.46, 0.42], [0.50, 1.13, -3.49], [-1.48, 0.08, 2.52], [1.31, 0.19, 2.52], [1.81, -1.25, 1.60], [-0.53, -1.82, 1.48], [-2.62, -0.44, -0.10], [-1.80, -0.09, -1.64], [-1.76, -1.73, -0.95], [2.30, 0.93, 0.30], [1.79, 0.58, -3.60], [1.01, 2.40, -3.19], [-0.96, 1.30, 2.37]]
}